C42H83N7O7 | ωB97M-V/def2-TZVPD

Values from the calculation:
LUMO level (alpha / beta)   -10.35 / -10.35 eV
Largest force on an atom   9.39 eV/A
HOMO (alpha / beta)   -13.2 / -14.1 eV

Structure (ORCA input):
```
! wB97M-V def2-TZVPD RIJCOSX def2/J DEFGRID3
* xyz 3 2
N 0.22946 0.81930 0.63972
O 0.66078 1.49411 1.53337
O -0.91330 0.83032 0.21732
O 0.98699 0.13192 0.04651
C 1.10811 4.51102 0.19534
C 0.04930 4.97756 -0.76247
C 0.53777 4.68226 -2.28212
C -0.49785 4.44344 -3.38940
C -1.57248 3.50012 -2.97548
C -2.28112 3.87742 -1.56219
N -1.18163 4.08782 -0.48177
O -1.58706 3.79846 0.81074
C -3.20667 2.69069 -1.21103
C -3.22916 5.18776 -1.70840
C -0.32675 6.51314 -0.45963
H 1.18631 3.42388 0.20595
H 1.07734 4.93552 1.19881
H 2.03579 4.88137 -0.24096
H 0.95149 3.67448 -2.24596
H 1.39880 5.29093 -2.55829
H -0.01440 4.18832 -4.33241
H -0.90630 5.44999 -3.47954
H -1.19807 2.48493 -2.84390
H -2.27690 3.55726 -3.80532
H -4.11917 2.90029 -1.76918
H -3.57040 2.76445 -0.18616
H -2.93400 1.69969 -1.57387
H -3.60931 5.34313 -0.69872
H -4.18471 4.94778 -2.17470
H -2.65740 6.03410 -2.08907
H 0.48495 7.23749 -0.52721
H -0.65459 6.74979 0.55260
H -1.04371 6.89736 -1.18520
C -1.33298 0.14358 6.05275
C -2.87260 0.36684 5.72794
C -3.09990 1.50520 4.79580
C -2.85634 1.34713 3.33964
C -3.87225 0.23206 2.90876
C -3.44718 -1.11379 3.49540
N -3.49301 -0.94402 5.03501
O -3.68273 -2.10620 5.68126
C -2.03265 -1.57490 2.99903
C -4.61139 -2.12725 2.96690
C -3.66868 0.72512 7.04699
H -1.08357 -0.36649 6.98320
H -0.78509 1.08384 5.99102
H -0.83101 -0.56864 5.39786
H -2.46523 2.34353 5.08307
H -4.10067 1.92637 4.89152
H -1.80113 1.07846 3.29005
H -3.07258 2.32931 2.91936
H -3.92382 0.12285 1.82547
H -4.86765 0.56455 3.20324
H -1.68576 -0.90999 2.20804
H -2.08545 -2.53678 2.48903
H -1.30827 -1.59683 3.81321
H -4.79030 -2.18683 1.89334
H -5.46833 -1.89555 3.59940
H -4.36203 -3.16075 3.20731
H -3.08549 1.49378 7.55409
H -3.86243 -0.06439 7.77310
H -4.69151 1.07268 6.90162
C 2.37018 -4.83253 4.87215
C 2.15044 -3.75082 3.68596
C 1.87842 -2.47105 4.40105
C 1.53808 -1.29109 3.43070
C 2.93327 -1.01606 2.94196
C 3.61739 -2.10902 2.09050
N 3.42925 -3.44738 2.82569
O 4.01661 -4.60418 2.35640
C 5.16850 -1.86334 2.01424
C 3.03448 -2.30396 0.70266
C 1.00926 -4.27962 2.76752
H 1.59415 -5.29879 5.47917
H 3.08659 -4.38433 5.56059
H 2.98971 -5.60035 4.40873
H 2.66720 -2.20849 5.10602
H 0.92375 -2.72645 4.86092
H 1.11536 -0.42200 3.93477
H 0.90401 -1.56053 2.58604
H 3.70414 -0.67021 3.63063
H 2.71209 -0.17130 2.28961
H 5.65679 -1.96659 2.98327
H 5.25549 -0.85441 1.61099
H 5.62576 -2.47102 1.23339
H 3.24853 -1.41183 0.11412
H 1.95000 -2.40751 0.66653
H 3.34881 -3.10579 0.03455
H 0.56354 -5.02216 3.42939
H 1.18627 -5.00288 1.97150
H 0.27251 -3.52037 2.50516
C 2.56212 1.23916 -7.39626
C 3.35104 0.88215 -6.10263
C 3.29331 2.22906 -5.28091
C 3.50269 2.00053 -3.82999
C 2.43258 1.05885 -3.27936
C 2.43098 -0.39692 -3.88008
N 2.48607 -0.19087 -5.41133
O 2.23172 -1.29413 -6.23830
C 1.16967 -1.14245 -3.37374
C 3.63219 -1.27572 -3.47418
C 4.77906 0.39966 -6.44817
H 2.78516 0.50553 -8.17094
H 2.81808 2.20054 -7.84158
H 1.49383 1.36109 -7.21739
H 2.32800 2.73120 -5.21658
H 3.96966 2.99345 -5.66350
H 3.46372 2.96198 -3.31795
H 4.54344 1.73205 -3.64871
H 1.42488 1.47008 -3.33858
H 2.57983 0.84928 -2.21988
H 1.11096 -1.31603 -2.29925
H 1.15877 -2.15364 -3.78052
H 0.33564 -0.60547 -3.82555
H 3.70728 -1.30326 -2.38712
H 4.56933 -0.80759 -3.77537
H 3.66588 -2.35434 -3.62754
H 5.41245 0.17776 -5.58929
H 5.36724 1.00628 -7.13676
H 4.80961 -0.52207 -7.02920
C -3.21746 -0.79165 -2.66188
C -3.86811 -1.70514 -1.56675
N -2.85799 -2.71705 -1.34416
C -1.56688 -2.58127 -0.84190
C -0.86191 -3.71640 -1.10483
N -1.68210 -4.68904 -1.60515
C -2.89818 -4.07213 -1.75769
C -1.34575 -6.03901 -1.88396
H -2.37960 -0.15546 -2.37667
H -4.01745 -0.15251 -3.03554
H -2.84905 -1.32587 -3.53765
H -4.74990 -2.19412 -1.98080
H -4.05381 -1.34553 -0.55467
H -1.35380 -1.60787 -0.42536
H 0.18260 -3.90460 -0.90491
H -3.69132 -4.58035 -2.28592
H -1.49951 -6.35741 -2.91502
H -1.85856 -6.61591 -1.11434
H -0.29909 -6.29984 -1.72722
*
```